# 1
30
Properties=species:S:1:pos:R:3:forces:R:3:nbo_charge:R:1 method="wB97M-V/def2-TZVPD" orbital_gap_ev=8.80 relative_energy_kj_mol=7.59 multiplicity=1 e_tot_ha=-1127.65492 homo_ha=-0.31397
Mg -0.2062 0.0186 0.2858 0.3 0.0 0.0 1.505
O 0.8886 -1.0514 -3.3015 0.2 0.0 -0.1 -0.666
C 0.6350 -1.1693 -2.1059 0.0 -0.1 0.3 0.588
N 1.2256 -0.5833 -1.0458 -0.3 0.2 -0.5 -0.850
C 2.2241 0.4204 -1.3985 0.0 0.0 0.2 -0.276
C 1.5945 1.7990 -1.3936 -0.2 -0.2 0.4 0.235
C 1.8145 2.7513 -2.3716 0.1 0.0 0.0 -0.247
C 1.1731 3.9745 -2.2728 0.1 0.1 -0.1 -0.136
C 0.3255 4.2140 -1.2065 -0.1 0.1 0.1 -0.268
C 0.1414 3.2081 -0.2773 0.2 -0.2 0.1 0.062
N 0.7621 2.0253 -0.3560 -0.2 0.0 -0.4 -0.566
C -0.5264 -2.0826 -1.7084 0.2 0.3 0.4 0.144
C -1.0173 -3.0260 -2.5881 0.0 -0.1 0.0 -0.219
C -2.0752 -3.8185 -2.1762 0.0 -0.1 -0.1 -0.145
C -2.6270 -3.6218 -0.9192 0.0 0.0 0.0 -0.256
C -2.1040 -2.6273 -0.1154 0.2 0.1 0.0 0.054
N -1.0629 -1.8817 -0.4920 0.0 0.1 -0.3 -0.563
H 2.7022 0.2214 -2.3561 -0.1 0.0 -0.1 0.224
H 2.9995 0.4156 -0.6273 0.1 0.0 0.0 0.206
H 2.4652 2.5194 -3.2043 0.0 0.0 0.0 0.231
H 1.3215 4.7303 -3.0340 0.0 0.0 0.0 0.222
H -0.2027 5.1511 -1.1010 0.0 0.0 0.0 0.228
H -0.5315 3.3432 0.5611 0.0 0.0 0.0 0.209
H -0.5629 -3.1046 -3.5654 0.0 0.0 0.0 0.253
H -2.4745 -4.5809 -2.8338 0.0 0.0 0.0 0.222
H -3.4576 -4.2169 -0.5660 0.0 0.0 0.0 0.227
H -2.5236 -2.4119 0.8599 0.0 0.0 0.0 0.208
F -2.9231 1.2876 0.7439 0.1 0.0 0.3 -0.554
B -1.9072 0.8305 1.5336 -0.3 0.0 0.0 0.467
F -2.2055 0.9347 2.8397 0.0 0.0 -0.1 -0.540

=====

# 2
33
Properties=species:S:1:pos:R:3:forces:R:3:nbo_charge:R:1 method="wB97M-V/def2-TZVPD" orbital_gap_ev="5.88 / 6.71" relative_energy_kj_mol=29.65 multiplicity=3 s2=2.031 e_tot_ha=-1379.60355 homo_ha="-0.26963 / -0.32630"
Pd -1.2767 -0.4651 -0.0151 0.2 1.4 0.7 1.079
C 3.2709 -3.2823 -0.5337 0.0 0.1 0.0 -0.212
C 3.7368 -2.0947 0.0147 0.0 -0.2 -0.1 -0.194
C 2.9104 -0.9975 0.1422 -0.5 0.2 0.0 -0.220
C 1.5690 -1.0946 -0.2551 1.1 -1.3 -0.2 0.093
C 1.0922 -2.3099 -0.7782 -0.1 0.5 0.0 -0.183
C 1.9443 -3.3813 -0.9343 0.1 0.0 0.1 -0.215
N 0.6813 -0.0573 -0.1773 -1.7 0.6 -0.1 -0.255
N 1.0721 1.1671 -0.0564 1.6 -0.3 0.0 -0.253
C 0.1789 2.1380 0.0907 -1.1 0.5 0.2 0.295
C 0.5813 3.4937 0.1359 0.0 -0.4 0.0 -0.223
C -0.3674 4.4640 0.3181 -0.2 -0.1 0.0 -0.157
C -1.7147 4.1068 0.4543 0.1 -0.2 0.0 -0.279
C -2.0468 2.7659 0.3997 -0.5 0.4 0.1 0.067
N -1.1414 1.8236 0.2194 0.7 -1.2 -0.2 -0.491
H 3.9383 -4.1213 -0.6601 0.0 -0.1 0.0 0.217
H 4.7590 -2.0287 0.3544 0.1 0.0 0.0 0.217
H 3.2712 -0.0674 0.5534 0.0 0.1 0.0 0.233
H 0.0512 -2.3724 -1.1022 0.3 -0.1 0.0 0.213
H 1.5736 -4.2947 -1.3705 0.0 -0.1 0.0 0.220
H 1.6297 3.7158 0.0262 0.1 0.0 0.0 0.235
H -0.0780 5.5023 0.3621 0.0 0.1 0.0 0.224
H -2.4771 4.8512 0.6070 -0.1 0.0 0.0 0.229
H -3.0699 2.4207 0.5076 0.0 0.1 0.0 0.218
F -3.5025 -0.6924 -0.1584 0.0 0.2 0.4 -0.540
B -3.1717 -1.1403 -1.4818 -0.1 -0.2 -0.4 1.306
F -2.3413 -2.2586 -1.2605 0.3 -0.5 0.0 -0.552
F -4.2335 -1.3949 -2.2399 -0.6 -0.1 -0.4 -0.507
F -2.3239 -0.1255 -2.0136 0.1 0.2 -0.3 -0.547
F 0.0945 -1.1317 2.3986 -0.3 -0.1 -0.5 -0.326
C -1.1436 -1.0508 1.8587 0.3 0.5 1.3 0.486
F -1.7958 -0.0792 2.5594 0.0 -0.3 -0.3 -0.335
H -1.6690 -2.0092 2.0351 0.1 0.2 -0.6 0.159

=====

# 3
27
Properties=species:S:1:pos:R:3:forces:R:3:nbo_charge:R:1 method="wB97M-V/def2-TZVPD" orbital_gap_ev="7.27 / 5.95" relative_energy_kj_mol=10.66 multiplicity=5 s2=6.034 total_charge=-1 e_tot_ha=-4584.26665 homo_ha="-0.14633 / -0.18473"
C -1.4174 -1.0880 -1.6969 -1.4 -0.5 -1.9 -0.363
C -2.0608 -2.2184 -1.0784 -1.7 -0.4 -1.7 -0.328
C -2.9732 -1.7408 -0.1003 -1.8 -0.2 -1.2 -0.376
H -1.9385 -3.2617 -1.3214 0.4 0.1 0.2 0.237
C -2.9480 -0.3056 -0.1399 -2.1 0.2 -1.1 -0.362
C -2.0069 0.1024 -1.1490 -1.1 0.1 -1.0 -0.345
H -1.7314 1.1157 -1.4262 0.0 -0.3 0.3 0.236
H -0.6322 -1.1496 -2.4466 -0.2 0.1 0.3 0.241
H -3.6052 -2.3654 0.5239 0.2 0.2 -0.1 0.233
H -3.5759 0.3232 0.4834 0.4 0.0 -0.1 0.234
Co -1.1830 -1.0313 0.2051 6.5 0.2 5.0 1.143
Br 0.8322 -2.2904 0.4469 0.8 -0.8 0.0 -0.694
C 2.9018 1.5595 0.0263 1.3 -2.2 -0.8 -0.311
C 1.8673 2.2185 -0.7197 -0.3 -1.0 -0.9 -0.063
C 1.5959 1.4371 -1.8879 0.8 -1.0 0.0 -0.394
H 1.3433 3.1308 -0.4323 0.2 -0.3 -0.1 0.205
C 2.4700 0.3008 -1.8722 -1.7 1.8 -0.8 -0.099
C 3.2955 0.3937 -0.7108 0.0 2.4 2.6 -0.202
H 4.1019 -0.2853 -0.4428 -0.4 0.1 0.0 0.214
H 3.2963 1.8734 0.9977 -0.2 -0.2 -0.5 0.219
H 0.8651 1.6530 -2.6664 0.2 0.0 0.3 0.210
H 2.5298 -0.4923 -2.6174 -0.1 0.3 0.2 0.208
N -0.4950 0.2696 1.4126 0.6 2.0 2.9 -0.705
C -0.2608 0.6690 2.5033 -0.6 -1.3 -2.1 0.625
N 0.0006 1.1160 3.6635 0.2 0.6 0.5 -0.702
C -0.0987 0.3511 4.7308 -0.1 -1.0 1.3 0.451
N -0.1725 -0.2849 5.7144 0.1 1.0 -1.2 -0.510

=====

# 4
29
Properties=species:S:1:pos:R:3:forces:R:3:nbo_charge:R:1 method="wB97M-V/def2-TZVPD" orbital_gap_ev="4.49 / 6.11" multiplicity=8 s2=15.762 total_charge=-2 e_tot_ha=-4246.93105 homo_ha="0.03709 / -0.02313"
C -1.2704 -1.0786 -2.2048 -0.6 -0.2 0.2 -0.325
C -1.3506 -2.0938 -1.2133 -0.8 0.3 -0.1 -0.341
C -2.1221 -1.5843 -0.1176 -0.9 0.0 -0.7 -0.385
H -0.7946 -3.0330 -1.2198 -0.3 0.3 0.0 0.228
C -2.5010 -0.2359 -0.4450 -0.5 -0.7 -0.2 -0.375
C -1.9646 0.0717 -1.7292 -0.3 -0.5 0.1 -0.355
H -2.0013 1.0519 -2.2127 -0.1 -0.4 0.1 0.200
H -0.7226 -1.1587 -3.1456 -0.2 0.1 0.4 0.200
H -2.1751 -2.0417 0.8791 -0.2 0.2 -0.6 0.241
H -2.9581 0.4885 0.2415 0.1 -0.5 -0.4 0.225
Eu -0.0239 -0.2817 0.1161 0.7 0.0 -1.1 0.739
Br 1.0356 -2.4954 1.3189 0.8 -1.7 0.7 -0.668
C 2.1523 0.9659 -0.0330 0.6 0.3 -0.7 -0.394
C 1.2879 1.7285 -0.8969 0.7 -0.5 -0.2 -0.373
C 1.0942 0.9699 -2.0884 0.5 0.0 0.4 -0.323
H 0.7418 2.6348 -0.6224 0.3 -0.2 -0.1 0.208
C 1.8075 -0.2605 -1.9617 0.2 0.7 0.3 -0.345
C 2.4694 -0.2593 -0.7026 0.2 0.8 -0.1 -0.337
H 2.9810 -1.1146 -0.2576 -0.1 0.4 -0.2 0.239
H 2.3230 1.1630 1.0290 0.2 0.0 -0.6 0.231
H 0.4492 1.2488 -2.9193 0.1 -0.1 0.2 0.198
H 1.7819 -1.1006 -2.6575 0.0 0.3 0.2 0.203
F -0.9409 -0.6991 2.9529 -0.2 0.5 1.0 -0.361
C -0.5103 0.4903 2.3681 0.9 -1.7 -2.4 0.164
F -1.6438 1.2130 2.1049 -1.0 1.3 0.9 -0.366
C 0.4723 1.1754 3.1517 -0.5 -0.3 0.0 0.901
F -0.0417 1.4030 4.3797 0.7 1.1 2.0 -0.369
F 1.6197 0.4667 3.2970 -0.5 0.4 0.4 -0.322
F 0.8052 2.3658 2.5887 -0.1 0.1 0.6 -0.339

=====

# 5
27
Properties=species:S:1:pos:R:3:forces:R:3:nbo_charge:R:1 method="wB97M-V/def2-TZVPD" orbital_gap_ev="5.82 / 7.06" multiplicity=3 s2=2.047 total_charge=+2 e_tot_ha=-3954.83020 homo_ha="-0.56380 / -0.59043"
W 2.3415 -2.0718 -0.9864 -0.6 2.4 0.8 1.087
C -0.6043 3.0756 0.4939 -0.1 -0.1 0.0 -0.648
C 0.6589 2.2950 0.2866 0.2 -0.1 0.0 0.008
C 1.9170 2.8835 0.3914 0.1 0.0 0.0 -0.083
C 3.0832 2.1344 0.2048 -0.4 0.2 0.0 -0.250
C 2.8575 0.8244 -0.0814 0.8 -0.7 0.0 0.191
Br 4.2788 -0.4649 -0.3821 0.8 0.4 0.1 0.251
N 1.7056 0.1901 -0.1970 0.4 -0.8 -0.5 -0.504
C 0.6104 0.9324 -0.0145 -0.5 -0.2 0.0 0.074
H -0.3997 4.1391 0.5874 0.0 0.0 0.0 0.252
H -1.1087 2.7470 1.4039 0.0 0.0 0.0 0.255
H -1.2933 2.9329 -0.3386 0.0 0.0 0.0 0.249
H 1.9969 3.9386 0.6217 0.0 0.0 0.0 0.264
H 4.0714 2.5639 0.2811 0.0 0.0 0.0 0.284
H -0.3379 0.4137 -0.1104 0.0 0.1 0.0 0.234
S 0.5607 -1.8591 -2.2893 -0.7 -0.7 -0.4 0.224
C -0.7387 -2.0399 -1.0948 0.5 0.4 -0.3 -0.221
C -2.0161 -1.5872 -1.3871 -0.5 0.1 0.1 -0.196
C -3.0197 -1.7500 -0.4382 0.1 0.1 -0.4 -0.156
C -2.7469 -2.3405 0.7892 0.3 -0.2 0.3 -0.146
C -1.4634 -2.7858 1.0931 -0.5 0.1 0.1 -0.196
C -0.4675 -2.6371 0.1420 0.5 -0.1 0.2 -0.191
S 1.1661 -3.2362 0.4844 -0.5 -0.7 0.1 0.188
H -2.2320 -1.1365 -2.3479 0.0 0.0 0.0 0.255
H -4.0265 -1.4303 -0.6705 0.0 0.0 0.0 0.257
H -3.5392 -2.4770 1.5124 0.0 0.0 0.0 0.258
H -1.2542 -3.2544 2.0462 0.0 0.0 0.0 0.258

=====

# 6
36
Properties=species:S:1:pos:R:3:forces:R:3:nbo_charge:R:1 method="wB97M-V/def2-TZVPD" orbital_gap_ev=8.13 relative_energy_kj_mol=0.00 multiplicity=1 e_tot_ha=-1768.30826 homo_ha=-0.32587
Cd -0.8343 0.0122 -1.0221 0.3 0.1 0.0 1.653
O -0.6061 -3.8586 -3.5374 -0.1 0.2 0.0 -0.659
C -0.6023 -2.8098 -2.7098 0.1 -0.2 0.1 0.779
O -0.8727 -1.6873 -3.0577 0.0 0.0 0.0 -0.603
C -0.2132 -3.1785 -1.3099 0.0 0.2 -0.1 0.051
C 0.0505 -4.4651 -0.8965 0.1 -0.1 0.1 -0.192
C 0.4210 -4.6505 0.4339 0.0 -0.1 0.0 -0.161
C 0.5241 -3.5609 1.2741 0.1 0.0 0.0 -0.183
C 0.2298 -2.2951 0.7755 0.0 -0.1 -0.2 0.125
N -0.1358 -2.1329 -0.4885 -0.1 0.0 0.1 -0.511
C 0.3363 -1.0461 1.6570 -0.1 0.1 0.1 0.744
O 0.8657 -1.2058 2.7465 0.0 0.1 0.0 -0.645
O -0.1331 0.0287 1.1508 0.1 -0.5 0.2 -0.882
H -0.8743 -3.5253 -4.4063 0.0 0.0 -0.1 0.508
H -0.0252 -5.2907 -1.5887 0.0 0.0 0.0 0.244
H 0.6297 -5.6468 0.8017 0.0 0.0 0.0 0.229
H 0.8281 -3.6431 2.3075 0.0 0.0 0.0 0.260
C 1.0353 3.4910 2.5747 0.0 0.0 0.0 -0.671
C 1.6510 2.8464 1.3920 0.1 0.1 0.1 0.381
N 2.9109 2.5976 1.2162 -0.2 -0.1 -0.2 -0.248
N 2.9464 1.9574 0.0031 0.3 0.0 0.1 -0.362
C 1.7534 1.7861 -0.5559 0.0 -0.2 -0.2 0.271
S 1.3827 0.9622 -2.0016 -0.1 0.2 0.2 -0.352
N 0.9216 2.4009 0.3129 -0.4 0.0 0.0 -0.219
N -0.4610 2.3888 0.1752 -0.1 0.4 -0.2 -0.663
H 1.8211 3.7476 3.2800 0.0 0.0 0.0 0.257
H 0.3413 2.8033 3.0621 0.0 0.0 0.0 0.250
H 0.4885 4.3914 2.2917 0.0 0.0 0.0 0.245
H 3.8120 1.5879 -0.3490 0.0 0.0 0.0 0.431
H -0.7948 3.3028 -0.1242 -0.1 0.1 0.0 0.413
H -0.8716 2.1676 1.0753 0.0 -0.2 0.0 0.407
N -2.9523 0.3653 -1.1890 0.0 0.0 0.0 -0.781
C -3.4272 1.4380 -1.1638 -0.1 0.3 0.1 0.612
N -4.0205 2.5729 -1.1560 0.1 -0.1 0.0 -0.672
C -3.3544 3.6139 -0.6871 0.2 0.0 0.1 0.458
N -2.7704 4.5345 -0.2866 -0.1 -0.2 0.0 -0.516

=====

Please write out number 2 again, unchanged.
33
Properties=species:S:1:pos:R:3:forces:R:3:nbo_charge:R:1 method="wB97M-V/def2-TZVPD" orbital_gap_ev="5.88 / 6.71" relative_energy_kj_mol=29.65 multiplicity=3 s2=2.031 e_tot_ha=-1379.60355 homo_ha="-0.26963 / -0.32630"
Pd -1.2767 -0.4651 -0.0151 0.2 1.4 0.7 1.079
C 3.2709 -3.2823 -0.5337 0.0 0.1 0.0 -0.212
C 3.7368 -2.0947 0.0147 0.0 -0.2 -0.1 -0.194
C 2.9104 -0.9975 0.1422 -0.5 0.2 0.0 -0.220
C 1.5690 -1.0946 -0.2551 1.1 -1.3 -0.2 0.093
C 1.0922 -2.3099 -0.7782 -0.1 0.5 0.0 -0.183
C 1.9443 -3.3813 -0.9343 0.1 0.0 0.1 -0.215
N 0.6813 -0.0573 -0.1773 -1.7 0.6 -0.1 -0.255
N 1.0721 1.1671 -0.0564 1.6 -0.3 0.0 -0.253
C 0.1789 2.1380 0.0907 -1.1 0.5 0.2 0.295
C 0.5813 3.4937 0.1359 0.0 -0.4 0.0 -0.223
C -0.3674 4.4640 0.3181 -0.2 -0.1 0.0 -0.157
C -1.7147 4.1068 0.4543 0.1 -0.2 0.0 -0.279
C -2.0468 2.7659 0.3997 -0.5 0.4 0.1 0.067
N -1.1414 1.8236 0.2194 0.7 -1.2 -0.2 -0.491
H 3.9383 -4.1213 -0.6601 0.0 -0.1 0.0 0.217
H 4.7590 -2.0287 0.3544 0.1 0.0 0.0 0.217
H 3.2712 -0.0674 0.5534 0.0 0.1 0.0 0.233
H 0.0512 -2.3724 -1.1022 0.3 -0.1 0.0 0.213
H 1.5736 -4.2947 -1.3705 0.0 -0.1 0.0 0.220
H 1.6297 3.7158 0.0262 0.1 0.0 0.0 0.235
H -0.0780 5.5023 0.3621 0.0 0.1 0.0 0.224
H -2.4771 4.8512 0.6070 -0.1 0.0 0.0 0.229
H -3.0699 2.4207 0.5076 0.0 0.1 0.0 0.218
F -3.5025 -0.6924 -0.1584 0.0 0.2 0.4 -0.540
B -3.1717 -1.1403 -1.4818 -0.1 -0.2 -0.4 1.306
F -2.3413 -2.2586 -1.2605 0.3 -0.5 0.0 -0.552
F -4.2335 -1.3949 -2.2399 -0.6 -0.1 -0.4 -0.507
F -2.3239 -0.1255 -2.0136 0.1 0.2 -0.3 -0.547
F 0.0945 -1.1317 2.3986 -0.3 -0.1 -0.5 -0.326
C -1.1436 -1.0508 1.8587 0.3 0.5 1.3 0.486
F -1.7958 -0.0792 2.5594 0.0 -0.3 -0.3 -0.335
H -1.6690 -2.0092 2.0351 0.1 0.2 -0.6 0.159